[1]
C2H9N2S | wB97M-V/def2-TZVPD

Computed properties:
Molar mass   93.2 g mol⁻¹
Energy above the lowest of the compared OMol25 structures with the same formula, charge and spin   0.558 eV
Total charge   -1

Positions of all 14 atoms, in Å:
N -0.320 -0.069 -1.990
C 0.040 -1.022 -0.978
C 1.295 -0.509 -0.238
N 1.251 -0.994 1.110
H -0.770 0.741 -1.592
H -0.642 -0.357 -2.920
H 0.388 -2.027 -1.349
H -0.826 -1.220 -0.235
H 2.219 -0.871 -0.726
H 1.171 0.579 -0.316
H 2.087 -0.810 1.651
H 0.504 -0.479 1.612
S -1.042 1.204 0.979
H -1.993 1.811 1.678

***

[2]
C2H9N2S | wB97M-V/def2-TZVPD

Computed properties:
Molar mass   93.2 g mol⁻¹
Energy above the lowest of the compared OMol25 structures with the same formula, charge and spin   1.668 eV
Total charge   +1

Positions of all 14 atoms, in Å:
C -2.909 0.157 0.010
C 0.967 -0.644 -0.048
N 2.234 -0.592 0.260
N 0.468 0.365 -0.688
S 3.455 0.645 -0.044
H -2.638 0.851 -0.877
H -2.497 -0.879 -0.081
H -2.589 0.805 0.880
H 0.466 -1.565 0.174
H 2.656 -1.484 0.615
H 0.868 1.275 -0.544
H -3.976 -0.013 0.212
H -0.368 0.392 -1.187
H 3.862 0.686 1.316

***

[3]
C2H9N2S2 | wB97M-V/def2-TZVPD

Computed properties:
Molar mass   125.2 g mol⁻¹
Energy above the lowest of the compared OMol25 structures with the same formula, charge and spin   1.271 eV
Total charge   +1

Positions of all 15 atoms, in Å:
C -0.252 -1.200 -0.276
C -0.027 -0.076 0.653
N -1.028 0.023 1.580
N -0.550 1.263 -0.915
S 2.684 0.076 -0.595
S 1.468 0.518 0.999
H 0.251 -1.253 -1.311
H 0.071 -2.147 0.225
H -1.298 -1.187 -0.432
H -1.959 -0.145 1.266
H -0.934 0.652 2.362
H -0.093 0.734 -1.673
H -1.592 1.308 -1.107
H -0.228 2.272 -0.867
H 3.487 -0.837 0.091

***

[4]
C2H9N3 | wB97M-V/def2-TZVPD

Computed properties:
Molar mass   75.1 g mol⁻¹
Structure (SMILES)   [H]/N=C/N.CN
Energy above the lowest of the compared OMol25 structures with the same formula, charge and spin   0.925 eV
Total charge   0

Positions of all 14 atoms, in Å:
C -3.051 0.558 0.080
N -2.011 -0.444 0.319
H -4.030 0.227 0.426
H -2.685 1.498 0.474
H -3.155 0.666 -0.990
H -2.091 -1.252 -0.273
H -1.933 -0.671 1.293
N 1.069 -0.406 -0.801
C 2.068 -0.299 0.154
N 2.830 0.713 0.194
H 0.201 -0.817 -0.527
H 1.293 0.241 -1.532
H 2.157 -1.171 0.812
H 3.556 0.597 0.895

***

[5]
C2H9N3O | wB97M-V/def2-TZVPD

Computed properties:
Molar mass   91.1 g mol⁻¹
Structure (SMILES)   NC=O.NCN
Energy above the lowest of the compared OMol25 structures with the same formula, charge and spin   1.153 eV
Total charge   0

Positions of all 15 atoms, in Å:
N -3.998 -1.246 1.437
C -2.515 -1.112 1.199
N -2.185 -1.407 -0.168
H -4.334 -0.364 1.800
H -4.235 -2.010 2.048
H -2.165 -0.091 1.316
H -2.111 -1.833 1.903
H -2.107 -2.351 -0.529
H -2.600 -0.770 -0.841
C 3.900 2.278 -1.312
N 4.940 1.402 -1.291
O 3.759 3.063 -2.227
H 3.234 2.443 -0.459
H 4.903 0.555 -0.765
H 5.515 1.443 -2.112

***

[6]
C2H9N3O | wB97M-V/def2-TZVPD

Computed properties:
Molar mass   91.1 g mol⁻¹
Structure (SMILES)   [H]/N=C(/N)NC.O
Energy above the lowest of the compared OMol25 structures with the same formula, charge and spin   0.619 eV
Total charge   0

Positions of all 15 atoms, in Å:
C 0.860 1.121 1.066
N -0.191 1.192 0.084
C -0.967 0.109 -0.247
N -1.877 0.373 -1.227
N -0.765 -1.090 0.165
H 1.513 0.258 0.986
H 0.479 1.293 2.082
H 1.496 1.996 0.898
H -0.534 2.111 -0.133
H -1.657 1.081 -1.902
H -2.474 -0.351 -1.575
H -0.452 -1.248 1.115
H 1.862 -2.872 -0.103
H 0.883 -1.875 -0.527
O 1.825 -2.098 -0.682

***

[7]
C2H9N3O2 | wB97M-V/def2-TZVPD

Computed properties:
Molar mass   107.1 g mol⁻¹
Energy above the lowest of the compared OMol25 structures with the same formula, charge and spin   3.389 eV
Total charge   0

Positions of all 16 atoms, in Å:
C -0.625 2.112 -0.682
N -0.503 0.642 -0.674
H -1.240 0.174 -1.195
H 0.450 0.289 -0.947
H -0.538 2.479 -1.704
H -1.582 2.402 -0.254
H 0.170 2.518 -0.064
C -0.443 -0.001 0.802
N 1.585 -1.884 0.068
N -0.996 -1.273 0.747
O 1.457 -0.474 0.151
O -0.445 0.780 1.718
H 2.244 -2.168 0.792
H 2.032 -2.105 -0.821
H -0.296 -1.943 0.381
H -1.268 -1.548 1.683

***

[8]
C2H9N3O2 | wB97M-V/def2-TZVPD

Computed properties:
Molar mass   107.1 g mol⁻¹
Structure (SMILES)   [H]/N=C(/C)ON.NO
Energy above the lowest of the compared OMol25 structures with the same formula, charge and spin   5.726 eV
Total charge   0

Positions of all 16 atoms, in Å:
C -0.780 1.400 -0.782
N 1.887 -0.332 -0.177
C -0.357 0.299 0.137
O 2.410 0.995 -0.220
N -0.131 0.473 1.366
H 1.807 1.464 0.393
H 2.457 -0.830 0.508
H 0.019 -0.377 1.904
H -1.866 1.420 -0.833
H -0.413 2.364 -0.433
H -0.388 1.223 -1.782
N -1.366 -1.998 0.472
O -0.936 -1.035 -0.479
H 1.596 -0.781 -1.076
H -2.068 -1.610 1.105
H -1.871 -2.675 -0.103